Record 1
# C36H52N12O12S

13 unconnected molecules or ions with the total composition C36H52N12O12S in a non-equilibrium geometry (ωB97M-V with the def2-TZVPD basis set, OMol25).

Last column: Mulliken charge in e.
CARTESIAN COORDINATES (ANGSTROEM)
S1 0.0266 -0.0241 0.1473  0.10
O1 -0.2648 -1.1290 -0.7999  0.64
O2 1.3138 -0.1266 0.6622  -1.47
O3 -0.1867 1.2802 -0.4959  -0.29
O4 -0.9212 0.0183 1.2357  -0.68
N1 -1.4332 2.5550 -2.4353  1.28
C1 -1.6730 3.9961 -2.3861  -0.55
C2 -2.7135 4.3047 -3.5341  -0.84
C3 -2.9287 3.0177 -4.2498  -0.78
C4 -2.0185 2.0164 -3.5305  -0.19
H1 -0.8086 1.9388 -1.8378  -0.50
H2 -1.1876 4.5466 -1.5926  0.45
H3 -3.3260 5.1872 -3.9269  0.23
H4 -3.6367 2.8194 -5.0453  0.46
H5 -2.3290 0.9902 -3.6058  0.35
N2 -3.3497 0.4443 1.2105  1.31
C5 -4.2662 0.2216 2.2730  -0.88
C6 -5.6549 0.5395 1.5278  -0.90
C7 -5.3841 0.9836 0.1967  -1.15
C8 -3.9233 0.8497 0.0469  -0.43
H6 -2.3498 0.1726 1.3736  -0.23
H7 -3.8524 -0.1688 3.1355  0.56
H8 -6.5506 0.5180 2.0601  0.46
H9 -5.9880 1.5029 -0.5160  0.48
H10 -3.2989 0.9582 -0.8438  0.64
N3 3.7563 0.1397 -0.3936  1.08
C9 4.7936 -0.6684 0.0255  -0.23
C10 6.1295 -0.0246 -0.4014  -0.89
C11 5.5897 1.2253 -1.2302  -0.66
C12 4.1976 1.2224 -1.0860  0.13
H11 2.8224 0.0940 0.0067  0.13
H12 4.5466 -1.6448 0.6209  0.20
H13 7.0594 -0.4091 -0.1069  0.47
H14 6.0594 2.0956 -1.7822  0.31
H15 3.5990 2.1419 -1.4911  -0.05
N4 0.8043 -2.8007 -2.4418  1.03
C13 0.1984 -3.7587 -3.1103  -0.23
C14 1.2137 -4.3980 -3.9147  -0.61
C15 2.5582 -3.9209 -3.4613  -1.09
C16 2.1549 -2.6342 -2.6142  -0.33
H16 0.4532 -2.1608 -1.6062  -0.26
H17 -0.8937 -4.0505 -3.0407  0.25
H18 0.9119 -5.2715 -4.5564  0.29
H19 3.5781 -3.9989 -4.2106  0.20
H20 2.7115 -1.8606 -2.1010  0.58
N5 -1.3239 -2.3570 2.5584  0.79
C17 -0.7273 -3.0741 3.6337  -0.52
C18 -1.3931 -4.4182 3.6621  -1.15
C19 -2.4098 -4.4452 2.4828  -0.88
C20 -2.3248 -3.0412 1.8021  -0.42
H21 -1.2222 -1.4529 2.0951  0.09
H22 -0.1942 -2.6816 4.4073  0.62
H23 -1.4859 -5.0663 4.3598  0.68
H24 -3.0865 -5.2657 2.4158  0.44
H25 -2.8349 -2.5696 1.0633  0.41
N6 2.4748 -0.0382 2.9901  0.63
C21 2.7579 1.1130 3.7429  -0.54
C22 3.1731 0.5902 5.0796  -0.92
C23 3.4258 -0.8733 4.9499  -0.80
C24 2.8410 -1.2504 3.5805  -0.23
H26 1.7430 0.1200 2.0514  0.04
H27 2.6478 2.0396 3.4625  0.71
H28 3.7355 1.2517 5.6994  0.42
H29 4.0210 -1.5438 5.6702  0.32
H30 2.7470 -2.0452 2.8558  0.35
N7 -2.4575 -1.8088 -2.1097  0.97
C25 -3.6265 -2.2897 -1.6161  0.06
C26 -4.4150 -2.8961 -2.8679  -1.23
C27 -3.6849 -2.4926 -4.1356  -1.01
C28 -2.2883 -1.8879 -3.5853  -0.52
H31 -1.5490 -1.6300 -1.4500  -0.07
H32 -3.8139 -2.2426 -0.5096  0.24
H33 -5.2748 -3.3554 -3.0716  0.53
H34 -3.7958 -2.5287 -5.1553  0.51
H35 -1.3378 -1.2939 -3.8539  0.58
N8 1.4829 3.3378 -0.5711  1.20
C29 1.9278 3.8443 0.6396  -0.18
C30 2.8807 5.0339 0.3160  -1.13
C31 2.7783 5.2040 -1.1654  -0.79
C32 1.9314 3.9608 -1.7433  -0.55
H36 0.7995 2.6587 -0.4549  -0.40
H37 1.8090 3.5240 1.6568  0.45
H38 3.3297 5.7239 0.8431  0.68
H39 3.4425 6.0014 -1.6418  0.26
H40 1.6054 3.6902 -2.7667  0.40
C33 -0.5853 1.0668 4.6391  -0.28
N9 -0.9635 0.5258 5.9406  1.06
O5 -1.4318 1.3740 6.7683  -0.64
O6 -0.5949 -0.5762 6.2490  -0.55
H41 -1.5317 1.3575 4.0823  0.14
H42 -0.1183 0.2939 4.0622  -0.10
H43 -0.1174 2.0638 4.8017  0.25
C34 -1.5180 3.2294 1.1907  -1.83
N10 -2.6312 3.7905 2.0542  1.13
O7 -3.3729 4.6563 1.4800  -0.68
O8 -2.6470 3.6659 3.2137  -0.61
H44 -1.8747 3.0212 0.3372  0.55
H45 -0.8215 2.5163 1.8074  -0.06
H46 -0.9025 3.9320 1.1218  1.45
C35 1.4810 0.5313 -3.5721  -0.03
N11 1.0912 1.2487 -4.7982  1.21
O9 1.2445 2.4161 -4.9305  -0.61
O10 0.5570 0.5623 -5.6740  -0.64
H47 1.5891 1.1344 -2.6550  -0.53
H48 2.4207 0.0956 -3.6801  0.52
H49 0.7295 -0.3075 -3.3587  -0.14
C36 1.4248 -3.5412 0.6850  -0.61
N12 2.1557 -4.7862 0.2039  1.15
O11 3.3342 -4.5764 0.0410  -0.61
O12 1.5422 -5.8332 -0.0845  -0.63
H50 1.2428 -3.7126 1.7138  0.69
H51 0.3814 -3.7626 0.3748  0.21
H52 2.0698 -2.6602 0.4920  -0.25

Cartesian forces (eV/Å) of the 3 atoms listed first:
S -5.2424 1.6133 -2.7519
O 0.4104 0.7232 1.0535
O 4.9891 -0.8631 1.4653

Properties
molecular weight: 877.0 g/mol
energy relative to the best compared isomer or geometry (same formula, charge and spin): 2.135 eV
total charge: -2
frontier orbital gap: 6.94 eV
energy: -91434.667 eV
LUMO: 3.724 eV


Record 2
# C3H4NO

A molecular structure, C3H4NO in a non-equilibrium geometry (ωB97M-V with the def2-TZVPD basis set, OMol25).

Last column: Mulliken charge in e.
CARTESIAN COORDINATES (ANGSTROEM)
C1 -0.7750 0.8218 -0.0969  0.42
C2 0.6182 0.7564 0.0888  -0.14
C3 0.2508 -0.7666 -0.0371  -0.32
N1 -1.8348 0.2668 0.0461  -0.13
O1 -1.2957 -0.9504 0.0409  -0.06
H1 1.0081 1.1064 -0.8457  0.25
H2 0.9813 1.0336 0.9882  0.33
H3 0.5238 -1.0140 -1.0241  0.31
H4 0.5234 -1.2540 0.8399  0.34

Cartesian forces (eV/Å) of the 3 atoms listed first:
C 0.1769 2.0322 0.6874
C -2.0576 -0.0198 -3.2005
C -1.2438 0.3791 -0.2954

Properties
molecular weight: 70.1 g/mol
energy relative to the best compared isomer or geometry (same formula, charge and spin): 5.797 eV
total charge: +1
frontier orbital gap: 9.60 eV
energy: -6698.874 eV
LUMO: -7.313 eV


Record 3
# C17H37F3N2O6

3 unconnected molecules or ions with the total composition C17H37F3N2O6 (ωB97M-V with the def2-TZVPD basis set, OMol25).

Last column: Mulliken charge in e.
CARTESIAN COORDINATES (ANGSTROEM)
O1 -4.2932 -1.5372 -3.5005  -0.44
C1 -3.8473 -2.4851 -4.0840  0.09
O2 -3.6335 -3.6966 -3.5209  -0.38
C2 -2.8029 -3.6771 -2.3533  -0.70
C3 -1.3631 -3.2809 -2.6676  0.25
C4 -0.4350 -3.7550 -1.5513  -0.87
C5 0.7442 -2.8490 -1.3245  0.83
F1 1.4547 -2.6291 -2.4459  -0.31
F2 0.3580 -1.6410 -0.8570  -0.20
F3 1.5866 -3.3693 -0.4108  -0.29
H1 -3.5880 -2.4441 -5.1496  0.43
H2 -2.8512 -4.6783 -1.9215  0.37
H3 -3.2307 -2.9874 -1.6183  0.38
H4 -1.0817 -3.7150 -3.6298  0.31
H5 -1.3127 -2.1940 -2.7712  -0.15
H6 -0.0647 -4.7659 -1.7311  0.40
H7 -0.9799 -3.7783 -0.6019  0.31
C6 -3.2255 5.9581 -3.0426  -0.73
O3 -2.7495 5.4042 -1.8333  -0.36
C7 -3.7260 4.6732 -1.1010  -0.82
C8 -3.3421 3.2137 -1.0135  -0.15
N1 -3.4336 2.5743 -2.3176  -0.23
C9 -2.9159 1.2103 -2.3644  -0.84
C10 -1.4241 1.0158 -2.1280  0.53
O4 -0.6037 1.5522 -3.1484  -0.42
C11 -0.2142 2.9007 -2.9748  -0.57
H8 -2.4153 6.5470 -3.4686  0.25
H9 -3.5162 5.1846 -3.7620  0.31
H10 -4.0834 6.6153 -2.8685  0.35
H11 -4.7118 4.7808 -1.5624  0.42
H12 -3.7738 5.0935 -0.0922  0.40
H13 -4.0238 2.7075 -0.3235  0.35
H14 -2.3313 3.1630 -0.5829  0.17
H15 -2.9305 3.1388 -2.9909  0.14
H16 -3.1578 0.8007 -3.3454  0.38
H17 -3.4633 0.6074 -1.6334  0.33
H18 -1.2305 -0.0608 -2.1246  -0.48
H19 -1.1035 1.3921 -1.1484  0.25
H20 -0.1076 3.1543 -1.9164  0.28
H21 -0.9212 3.5978 -3.4342  0.17
H22 0.7515 3.0289 -3.4637  0.29
C12 1.0613 0.5823 3.8708  -0.71
O5 1.3640 -0.7295 3.4433  -0.40
C13 2.0739 -0.7926 2.2107  -0.63
C14 3.4575 -1.3635 2.4213  -0.18
N2 4.2951 -0.4359 3.1693  -0.35
C15 5.5890 -0.9747 3.5708  -0.72
C16 5.5989 -2.1278 4.5670  -0.46
O6 5.1304 -1.7754 5.8546  -0.41
C17 3.7375 -1.9117 6.0587  -0.55
H23 0.4616 0.4972 4.7754  0.24
H24 1.9642 1.1594 4.0992  0.32
H25 0.4823 1.1232 3.1153  0.33
H26 2.1339 0.1956 1.7454  0.44
H27 1.5194 -1.4484 1.5363  0.15
H28 3.9170 -1.5503 1.4464  0.42
H29 3.3413 -2.3316 2.9294  0.16
H30 3.7927 -0.1401 3.9968  0.12
H31 6.1657 -0.1557 4.0071  0.37
H32 6.1231 -1.2941 2.6700  0.40
H33 6.6384 -2.4399 4.6987  0.35
H34 5.0502 -3.0007 4.1930  0.33
H35 3.3238 -2.7346 5.4692  0.27
H36 3.1916 -0.9956 5.8151  0.19
H37 3.5806 -2.1257 7.1159  0.28

Cartesian forces (eV/Å) of the 3 atoms listed first:
O 0.3911 -0.3221 -0.0770
C -0.5399 0.6040 0.2954
O 0.6863 -0.0503 -0.4575

Properties
molecular weight: 422.5 g/mol
total charge: 0
frontier orbital gap: 9.16 eV
energy: -41644.194 eV
LUMO: 0.631 eV
structure (SMILES): O=COCCCC(F)(F)F.COCCNCCOC.COCCNCCOC


Record 4
# C25H19Cl3NO4PPbSi

A molecular structure, C25H19Cl3NO4PPbSi (ωB97M-V with the def2-TZVPD basis set, OMol25).

Last column: Mulliken charge in e.
CARTESIAN COORDINATES (ANGSTROEM)
Pb1 -0.2960 1.0932 -1.9508  0.92
O1 -2.2981 1.5909 -3.1261  -0.66
C1 -3.3111 0.8856 -3.1612  -0.02
C2 -3.4837 -0.4704 -2.7176  0.35
C3 -4.7916 -0.9724 -2.8098  -0.55
C4 -5.0688 -2.2565 -2.4335  -0.47
C5 -4.0518 -3.1090 -1.9740  -0.44
C6 -2.7709 -2.6476 -1.8835  -0.50
C7 -2.4281 -1.3133 -2.2417  0.66
O2 -1.1995 -0.9521 -2.1367  -0.64
N1 -6.4398 -2.7538 -2.5244  1.01
O3 -6.6464 -3.9079 -2.1908  -0.62
O4 -7.2965 -1.9943 -2.9435  -0.62
H1 -4.2167 1.3469 -3.5831  0.38
H2 -5.5915 -0.3416 -3.1753  0.48
H3 -4.3045 -4.1215 -1.6948  0.50
H4 -1.9668 -3.2858 -1.5411  0.55
C8 3.9343 2.3005 5.0367  -0.42
C9 3.0590 1.2264 4.9427  -0.75
C10 2.2805 1.0597 3.8081  -0.11
C11 2.3669 1.9667 2.7524  0.48
C12 3.2366 3.0493 2.8641  -0.51
C13 4.0218 3.2128 3.9965  -0.57
P1 1.4342 1.8107 1.1798  0.07
C14 2.5223 0.6649 0.2432  0.17
C15 2.9911 -0.5487 0.7474  -0.14
C16 3.8109 -1.3593 -0.0190  -0.69
C17 4.1756 -0.9714 -1.3037  -0.59
C18 3.7272 0.2340 -1.8158  -0.66
C19 2.9081 1.0489 -1.0420  -0.49
C20 0.0463 0.7271 1.6898  0.57
C21 -0.2354 -0.5028 1.0979  -0.03
C22 -1.3971 -1.1976 1.4167  -0.63
C23 -2.2892 -0.6769 2.3388  -0.61
C24 -2.0167 0.5464 2.9410  -0.64
C25 -0.8674 1.2441 2.6121  -0.64
H5 4.5415 2.4286 5.9239  0.38
H6 2.9820 0.5165 5.7572  0.38
H7 1.5922 0.2252 3.7499  0.32
H8 3.2974 3.7707 2.0567  0.34
H9 4.6966 4.0568 4.0680  0.39
H10 2.7079 -0.8626 1.7449  0.40
H11 4.1650 -2.3002 0.3831  0.41
H12 4.8104 -1.6117 -1.9033  0.42
H13 4.0068 0.5445 -2.8143  0.58
H14 2.5789 2.0058 -1.4375  0.66
H15 0.4574 -0.9449 0.3914  0.36
H16 -1.5987 -2.1476 0.9371  0.40
H17 -3.1936 -1.2174 2.5887  0.41
H18 -2.7086 0.9615 3.6635  0.40
H19 -0.6745 2.2048 3.0771  0.42
Cl1 1.9229 -1.2816 -4.4591  -0.28
Si1 0.9295 0.5310 -4.3537  0.47
Cl2 -0.4058 0.5124 -5.9375  -0.28
Cl3 2.3452 1.9830 -4.8349  -0.30

Cartesian forces (eV/Å) of the 3 atoms listed first:
Pb -0.0461 -0.0301 -0.0726
O -0.0123 -0.0821 0.0608
C -0.0229 0.0415 -0.0387

Properties
molecular weight: 770.0 g/mol
energy relative to the best compared isomer or geometry (same formula, charge and spin): 0.322 eV
total charge: 0
frontier orbital gap: 7.57 eV
energy: -95897.195 eV
LUMO: -0.778 eV